A structure of composition C50H42BrMgN7O4P2S2. Source: the OMol25 dataset; level of theory: ωB97M-V with the def2-TZVPD basis set.

Kohn-Sham gap   6.707 eV
Maximum force   0.713 eV Å⁻¹

Geometry (Å):
Mg (-0.8238, 1.3644, 0.8258)
C (-0.2739, 3.9645, -1.2402)
O (-0.6065, 2.5806, -1.0966)
C (-1.2186, 1.9631, -2.1304)
C (-1.6495, 2.5657, -3.2963)
C (-2.3307, 1.7950, -4.2397)
Br (-2.9041, 2.6225, -5.8374)
C (-2.6101, 0.4670, -4.0260)
C (-2.1733, -0.1445, -2.8446)
C (-1.4424, 0.5977, -1.9259)
O (-0.9558, 0.0567, -0.7781)
C (-2.5351, -1.5078, -2.4795)
N (-2.0135, -2.1193, -1.4368)
C (-2.6979, -3.3177, -1.3220)
C (-2.5953, -4.3210, -0.3652)
C (-3.4664, -5.3864, -0.4645)
C (-4.4126, -5.4644, -1.4974)
C (-4.5227, -4.4773, -2.4580)
C (-3.6492, -3.4038, -2.3442)
N (-3.5097, -2.2404, -3.0769)
H (-1.1877, 4.5507, -1.3617)
H (0.3960, 4.0907, -2.0931)
H (0.2145, 4.2406, -0.3096)
H (-1.4778, 3.6146, -3.4757)
H (-3.1651, -0.0876, -4.7682)
H (-1.1791, -0.9412, -0.8119)
H (-1.8916, -4.2481, 0.4498)
H (-3.4303, -6.1676, 0.2811)
H (-5.0767, -6.3160, -1.5385)
H (-5.2625, -4.5347, -3.2444)
H (-4.1140, -1.9216, -3.8135)
C (4.1150, -0.3230, 0.2612)
N (2.8379, 0.3727, 0.0877)
P (1.8161, 0.6250, 1.4094)
C (2.8259, 1.4517, 2.6524)
C (2.7163, 2.8422, 2.6987)
C (3.4931, 3.5727, 3.5841)
C (4.3688, 2.9172, 4.4378)
C (4.4663, 1.5330, 4.4124)
C (3.6967, 0.8006, 3.5234)
C (1.5406, -1.0733, 1.9964)
C (1.2706, -1.3534, 3.3332)
C (0.7968, -2.6013, 3.7077)
C (0.5940, -3.5868, 2.7517)
C (0.8942, -3.3239, 1.4216)
C (1.3605, -2.0751, 1.0446)
P (2.3247, 0.9113, -1.4515)
C (3.6334, 2.1003, -1.9071)
C (4.2690, 2.8577, -0.9266)
C (5.1487, 3.8717, -1.2758)
C (5.3976, 4.1467, -2.6113)
C (4.7643, 3.4008, -3.5964)
C (3.8889, 2.3868, -3.2469)
C (2.7732, -0.5351, -2.4753)
C (4.0780, -0.8423, -2.8633)
C (4.3460, -1.9849, -3.5976)
C (3.3099, -2.8386, -3.9545)
C (2.0103, -2.5468, -3.5769)
C (1.7452, -1.3977, -2.8456)
H (4.3588, -0.4003, 1.3209)
H (4.9201, 0.2279, -0.2304)
H (4.0731, -1.3304, -0.1604)
H (2.0028, 3.3496, 2.0604)
H (3.3982, 4.6491, 3.6178)
H (4.9669, 3.4856, 5.1368)
H (5.1376, 1.0234, 5.0904)
H (3.7648, -0.2819, 3.5151)
H (1.4013, -0.5852, 4.0864)
H (0.5754, -2.8005, 4.7481)
H (0.2017, -4.5512, 3.0411)
H (0.7641, -4.0928, 0.6715)
H (1.5720, -1.8750, -0.0007)
H (4.0769, 2.6559, 0.1213)
H (5.6367, 4.4471, -0.5009)
H (6.0790, 4.9409, -2.8856)
H (4.9541, 3.6106, -4.6402)
H (3.4062, 1.8104, -4.0279)
H (4.8879, -0.1739, -2.5937)
H (5.3617, -2.2090, -3.8927)
H (3.5213, -3.7308, -4.5290)
H (1.1986, -3.2051, -3.8552)
H (0.7293, -1.1720, -2.5530)
S (-0.6291, 3.3570, 2.1948)
C (-2.1542, 4.1349, 1.7960)
C (-2.2273, 5.5119, 2.1838)
N (-2.2397, 6.6176, 2.5003)
C (-3.2173, 3.5660, 1.1624)
S (-3.2912, 1.9235, 0.5870)
C (-4.3834, 4.3642, 0.9221)
N (-5.3374, 4.9710, 0.7114)
O (-4.3039, -0.9840, -0.1758)
C (-5.1067, -1.4691, 0.8818)
N (-4.6971, -2.7887, 1.2903)
C (-3.7421, -3.0792, 2.2094)
O (-3.4368, -4.2163, 2.5141)
C (-3.0289, -1.8916, 2.7840)
C (-3.1840, -1.4689, 4.0946)
C (-2.4886, -0.3451, 4.5065)
C (-1.6776, 0.3135, 3.5983)
N (-1.5076, -0.1049, 2.3432)
C (-2.1661, -1.1912, 1.9567)
H (-4.1586, -0.0358, -0.0378)
H (-6.1499, -1.5444, 0.5594)
H (-5.0526, -0.7941, 1.7376)
H (-5.0652, -3.5929, 0.8015)
H (-3.8462, -1.9977, 4.7672)
H (-2.5898, 0.0426, 5.5086)
H (-1.1673, 1.2329, 3.8607)
H (-2.0567, -1.5060, 0.9279)